The ion C21H39BN7O4S with charge +1 at a distorted geometry, computed with the ωB97M-V functional and the def2-TZVPD basis.

Last column: Mulliken charge in e.
CARTESIAN COORDINATES (ANGSTROEM)
C  2.686  -4.163  0.159  -1.500
C  1.937  -3.112  -0.682  0.209
N  2.188  -1.782  -0.140  -0.274
C  1.524  -0.682  -0.767  0.274
C  2.091  -0.337  -2.155  -0.457
C  3.472  0.285  -2.029  -0.585
O  4.359  -0.426  -1.672  -0.553
N  3.725  1.631  -2.349  0.092
C  3.932  2.497  -1.193  -0.947
C  2.835  2.201  -3.356  -0.893
O  1.812  0.400  0.133  -0.680
C  0.982  1.496  -0.037  -1.393
N  -0.320  1.159  0.567  0.918
C  -1.376  2.078  0.075  -1.224
C  -1.275  3.438  0.757  -0.484
C  -2.573  4.209  0.566  -0.897
N  -3.590  3.716  1.516  -0.499
C  -0.576  -0.179  0.316  -2.247
N  -1.393  -0.815  1.091  0.540
C  -2.056  -0.160  2.236  -0.684
C  -1.080  0.118  3.387  -0.885
C  -1.832  0.413  4.671  -0.735
S  -0.700  0.669  6.067  -0.232
B  -1.732  -2.302  0.854  0.983
O  -3.010  -2.623  0.526  -0.576
O  -0.734  -3.198  0.966  -0.256
C  -0.336  -3.466  2.330  -0.832
N  0.051  -0.877  -0.717  1.390
C  -0.737  -1.141  -1.877  1.776
C  -0.335  -2.037  -2.869  -0.455
C  -1.147  -2.284  -3.972  -0.652
N  -2.340  -1.717  -4.148  -0.625
C  -2.739  -0.895  -3.184  -0.607
C  -2.003  -0.567  -2.047  -0.859
H  3.427  -3.709  0.806  0.328
H  1.969  -4.713  0.763  0.275
H  3.134  -4.897  -0.501  0.425
H  2.342  -3.185  -1.697  0.274
H  0.887  -3.357  -0.664  0.141
H  3.185  -1.594  -0.124  0.536
H  2.249  -1.274  -2.680  0.480
H  1.399  0.225  -2.775  1.040
H  4.816  3.120  -1.303  0.354
H  4.040  1.926  -0.278  0.315
H  3.081  3.170  -1.060  0.301
H  2.564  1.458  -4.095  0.396
H  1.927  2.625  -2.913  0.256
H  3.354  3.006  -3.865  0.302
H  0.884  1.838  -1.073  0.402
H  1.410  2.311  0.536  0.767
H  -1.324  2.194  -1.010  0.481
H  -2.369  1.685  0.280  0.533
H  -1.150  3.250  1.821  0.265
H  -0.408  3.971  0.372  0.379
H  -2.928  4.065  -0.455  0.324
H  -2.409  5.266  0.736  0.484
H  -4.083  4.493  1.929  0.260
H  -4.271  3.147  1.037  0.196
H  -2.530  0.774  1.959  0.234
H  -2.811  -0.845  2.612  0.665
H  -0.517  1.010  3.126  0.431
H  -0.349  -0.678  3.507  0.587
H  -2.464  -0.423  4.956  0.397
H  -2.425  1.313  4.554  0.346
H  0.377  1.112  5.408  0.130
H  -3.645  -2.364  1.203  0.335
H  0.692  -3.151  2.470  0.262
H  -0.961  -2.931  3.046  0.293
H  -0.446  -4.525  2.523  0.327
H  0.608  -2.549  -2.805  0.159
H  -0.806  -2.968  -4.732  0.429
H  -3.716  -0.447  -3.307  0.427
H  -2.443  0.105  -1.332  0.309

For the HOMO energy, the calculation gives -11.59 eV. For the maximum force, the calculation gives 0.032 hartree/bohr. Its orbital gap is 0.303 Eh. The net charge is +1. The SMILES is CCN[C@]1(CC(=O)N(C)C)OCN(CCCN)C(N(CCCS)B(O)OC)=[N+]1c1ccncc1. As for the LUMO energy: -3.35 eV.